ORCA calculation (ωB97M-V/def2-TZVPD) on an isolated molecule of C9H10N4S at a distorted geometry.

```
24
C9H10N4S (ωB97M-V/def2-TZVPD)
C -1.996 1.543 -1.334
C -2.209 0.165 -1.799
C -1.028 1.951 -0.616
C -1.337 -0.753 -1.492
C 0.172 1.014 -0.456
C -0.231 -0.461 -0.547
C 0.168 -3.460 0.930
C 3.123 0.966 -0.230
C 0.634 0.832 2.081
N 0.501 -2.591 0.101
N 2.241 1.087 0.583
N 0.939 1.396 0.746
N 0.387 -1.300 0.135
S 4.505 0.805 -0.950
H -2.858 2.271 -1.576
H -3.026 -0.060 -2.403
H -0.974 2.944 -0.275
H -1.484 -1.779 -1.747
H 0.899 1.196 -1.179
H -0.605 -3.165 1.733
H 0.554 -4.432 1.014
H -0.103 1.364 2.691
H 1.432 0.670 2.714
H 0.296 -0.205 1.876
```

Properties
* SMILES: C=N/N=C1\C=CC=C[C@H]1N(C)N=C=S
* M: 206.3 g/mol
* electronic energy: -965.95397 hartree
* orbital gap: 7.85 eV
* largest force on an atom: 6.0 eV/Å
* ΔE to the lowest compared entry with this formula, charge and spin: 589.5 kJ/mol

***

ORCA calculation (ωB97M-V/def2-TZVPD) on a cluster of 3 separate species, C9H10NO5 in total at a distorted geometry.

```
25
C9H10NO5 (ωB97M-V/def2-TZVPD)
C -0.878 1.016 1.461
C -2.196 1.140 1.727
C -2.583 2.554 1.732
O -3.628 3.126 1.914
O -1.374 3.272 1.477
C -0.314 2.373 1.348
O 0.829 2.739 1.147
H -0.247 0.137 1.453
H -2.907 0.345 1.926
O 2.032 -1.247 1.853
C 2.951 -0.593 1.512
C 0.886 0.015 -1.063
C 1.532 -1.039 -1.859
C 0.398 -2.108 -1.974
C -0.765 -1.626 -1.120
N -0.327 -0.287 -0.663
O 3.890 0.033 1.183
H 1.384 0.940 -0.785
H 1.819 -0.669 -2.854
H 2.424 -1.469 -1.376
H 0.043 -2.165 -3.005
H 0.736 -3.097 -1.658
H -1.713 -1.521 -1.655
H -0.942 -2.270 -0.255
H -1.053 0.402 -0.469
```

Properties
* M: 212.2 g/mol
* electronic energy: -779.86128 hartree
* total charge: -1
* orbital gap: 3.51 eV
* largest force on an atom: 3.4 eV/Å
* ΔE to the lowest compared entry with this formula, charge and spin: 220.4 kJ/mol

***

ORCA calculation (ωB97M-V/def2-TZVPD) on a structure of composition C9H10NO5PtS at a distorted geometry.

```
27
C9H10NO5PtS (ωB97M-V/def2-TZVPD)
Pt -0.457 -0.413 0.558
O 1.161 1.060 4.027
C 0.530 0.743 2.931
O 0.993 -0.029 2.085
C -0.795 1.378 2.731
C -1.487 2.244 3.545
C -2.766 2.640 3.137
C -3.324 2.140 1.971
C -2.569 1.267 1.197
N -1.346 0.964 1.585
C -3.001 0.514 -0.054
O -4.109 0.664 -0.486
O -2.068 -0.266 -0.560
H 2.018 0.601 4.074
H -1.051 2.590 4.472
H -3.333 3.322 3.755
H -4.325 2.393 1.650
C -2.333 -4.525 0.149
S -0.747 -3.790 -0.184
C 0.283 -5.148 0.331
O -0.573 -2.733 0.908
H -2.451 -5.405 -0.482
H -3.090 -3.786 -0.106
H -2.388 -4.786 1.205
H 0.093 -5.997 -0.324
H 0.060 -5.393 1.369
H 1.318 -4.828 0.227
```

Properties
* M: 439.3 g/mol
* electronic energy: -1297.16235 hartree
* total charge: +1
* orbital gap: 8.05 eV
* largest force on an atom: 1.5 eV/Å
* ΔE to the lowest compared entry with this formula, charge and spin: 107.4 kJ/mol

***

ORCA calculation (ωB97M-V/def2-TZVPD) on an isolated molecule of C9H10O3 at a distorted geometry.

```
22
C9H10O3 (ωB97M-V/def2-TZVPD)
C -3.270 1.615 -0.727
C -1.064 0.750 -0.593
C 0.265 0.950 -0.957
C 1.298 0.153 -0.464
C 3.615 -0.224 -0.436
C 1.079 -0.775 0.590
C -0.278 -0.962 0.859
C -0.575 -2.021 1.839
C -1.314 -0.248 0.352
H -3.831 0.653 -1.011
H -3.684 2.475 -1.254
H -3.279 1.792 0.367
H 0.461 1.717 -1.685
H 3.460 -1.225 -0.740
H 4.503 0.036 -1.080
H 3.925 -0.135 0.671
H 1.850 -1.347 1.177
H -1.716 -2.199 1.936
H -2.308 -0.422 0.786
O -1.914 1.617 -1.192
O 2.568 0.559 -0.903
O 0.208 -2.757 2.464
```

Properties
* SMILES: COc1cc(C=O)cc(OC)c1
* M: 166.2 g/mol
* electronic energy: -574.60710 hartree
* orbital gap: 8.97 eV
* largest force on an atom: 3.2 eV/Å
* ΔE to the lowest compared entry with this formula, charge and spin: 207.1 kJ/mol